P | DFT (the ωB97M-V functional and the def2-TZVPD basis) results for a single C4H7NO2 molecule.

Last column: Löwdin charge in e.
CARTESIAN COORDINATES (ANGSTROEM)
1 C -0.809 -1.108 0.362  -0.06
2 C -0.208 0.250 0.043  -0.24
3 C -0.972 1.374 0.151  -0.11
4 O -2.122 1.356 -0.531  0.06
5 C 1.227 0.493 -0.045  -0.54
6 O 1.682 1.631 -0.070  0.03
7 N 2.031 -0.614 -0.157  0.16
8 H -0.411 -1.380 1.351  0.09
9 H -1.898 -1.062 0.473  0.08
10 H -0.577 -1.931 -0.321  0.07
11 H -1.823 0.638 -1.134  0.12
12 H -0.765 2.268 0.736  0.15
13 H 1.654 -1.499 -0.458  0.09
14 H 2.990 -0.417 -0.399  0.10

Results
HOMO-LUMO gap, hartree: 0.3289
LUMO level, eV: 0.39
HOMO energy, eV: -8.561
Charge: 0

=====

Q | DFT (the ωB97M-V functional and the def2-TZVPD basis) results for a single C4H7NO2 molecule.

Last column: Löwdin charge in e.
CARTESIAN COORDINATES (ANGSTROEM)
1 C -2.299 -0.440 -0.168  -0.06
2 C -0.924 -0.120 0.051  -0.52
3 N -0.852 1.186 0.275  0.09
4 O 0.085 -0.988 0.123  0.00
5 C 1.334 -0.497 0.587  -0.13
6 C 2.145 0.109 -0.546  -0.23
7 O 3.167 0.716 -0.358  0.07
8 H -2.685 -1.404 0.161  0.05
9 H -2.112 1.030 0.223  0.17
10 H -2.624 -0.163 -1.172  0.06
11 H -0.036 1.746 0.015  0.09
12 H 1.193 0.244 1.383  0.14
13 H 1.878 -1.356 0.991  0.14
14 H 1.731 -0.063 -1.564  0.14

Results
HOMO-LUMO gap, hartree: 0.3302
LUMO level, eV: 0.52
HOMO energy, eV: -8.459
Charge: 0

=====

R | DFT (the ωB97M-V functional and the def2-TZVPD basis) results for 2 unconnected molecules or ions with the total composition C4H7NO2.

Last column: Löwdin charge in e.
CARTESIAN COORDINATES (ANGSTROEM)
1 O 1.595 1.696 1.434  -0.07
2 C 0.494 -0.960 -0.887  -0.06
3 C -0.353 -1.761 -0.251  -0.12
4 O -1.477 -1.276 0.394  -0.01
5 C -1.551 0.080 0.503  -0.20
6 N -0.825 0.953 -0.049  0.05
7 C 0.206 0.516 -0.993  -0.21
8 H 0.698 1.934 1.153  0.01
9 H 1.392 -1.375 -1.331  0.11
10 H -0.258 -2.837 -0.133  0.12
11 H 1.480 0.800 1.784  0.04
12 H -2.363 0.355 1.171  0.13
13 H -0.137 0.760 -2.010  0.12
14 H 1.100 1.115 -0.785  0.10

Results
HOMO-LUMO gap, hartree: 0.3684
LUMO level, eV: 0.76
HOMO energy, eV: -9.259
Charge: 0

=====

Question: which arrangement is favored energetically? Ranking from most to least stable: R, P, Q.

=====

P | DFT (the ωB97M-V functional and the def2-TZVPD basis) results for a single C4H7NO2 molecule.

Last column: Löwdin charge in e.
CARTESIAN COORDINATES (ANGSTROEM)
1 C 0.716 1.993 0.063  0.00
2 C 0.110 0.649 0.359  -0.50
3 N 0.211 -0.052 1.412  0.16
4 O -0.621 0.202 -0.689  -0.05
5 C -1.124 -1.119 -0.549  -0.15
6 C 0.012 -2.122 -0.644  -0.24
7 O -0.120 -3.298 -0.422  0.06
8 H 0.058 2.796 0.409  0.09
9 H 1.678 2.091 0.573  0.08
10 H 0.864 2.113 -1.013  0.08
11 H 0.788 0.417 2.105  0.07
12 H -1.656 -1.255 0.396  0.13
13 H -1.810 -1.268 -1.389  0.14
14 H 0.976 -1.685 -0.986  0.13

Results
HOMO-LUMO gap, hartree: 0.3907
LUMO level, eV: 0.82
HOMO energy, eV: -9.808
Charge: 0

=====

Q | DFT (the ωB97M-V functional and the def2-TZVPD basis) results for 3 unconnected molecules or ions with the total composition C4H7NO2.

Last column: Löwdin charge in e.
CARTESIAN COORDINATES (ANGSTROEM)
1 C -2.448 -0.257 -0.330  -0.07
2 C -1.498 0.736 -0.823  -0.26
3 N -0.748 1.524 -1.215  0.14
4 O 0.129 -0.865 1.326  -0.03
5 C 1.252 -1.303 1.229  -0.15
6 C 2.051 1.115 -0.501  -0.15
7 O 2.779 0.166 -0.324  -0.04
8 H -2.064 -0.674 0.604  0.06
9 H -3.424 0.206 -0.168  0.08
10 H -2.552 -1.061 -1.062  0.09
11 H 1.318 1.441 0.256  0.07
12 H 2.043 -1.043 1.954  0.09
13 H 1.548 -1.996 0.423  0.09
14 H 2.065 1.694 -1.441  0.08

Results
HOMO-LUMO gap, hartree: 0.4019
LUMO level, eV: 0.86
HOMO energy, eV: -10.076
Charge: 0

=====

Question: which arrangement is favored energetically? Ranking from most to least stable: P, Q.